[1]
64
Properties=species:S:1:pos:R:3 method="wB97M-V/def2-TZVPD" homo_lumo_gap_ev="4.6 / 5.4" total_charge=+1 homo_energy_ha="-0.303 / -0.413" multiplicity=5 e_lumo_ev="-3.58 / -5.83"
Pd -0.0178 0.2887 0.0842
C 1.2845 4.5680 -4.7900
C -0.2710 4.5899 -4.8502
C -1.1040 3.8443 -3.9322
C -0.4783 3.2235 -2.9127
C -0.9953 2.3505 -1.8843
N -2.2023 1.9617 -1.7649
C -2.7549 1.0031 -0.8325
C -4.1584 0.7436 -0.5903
C -5.2616 1.3016 -1.1072
C -6.5285 0.6792 -0.8311
C -6.5168 -0.4151 0.1113
C -5.3588 -0.8233 0.7409
C -4.1659 -0.3527 0.3056
C -2.6897 -0.6231 0.5990
N -2.4363 -1.4653 1.5781
C -1.1933 -1.7319 1.9623
N 0.0398 -1.4259 1.1758
C 1.1378 -1.7259 2.0554
N 2.2282 -1.2504 1.9223
C 2.7025 -0.4775 0.9954
N 1.9605 0.3832 0.2934
C 2.9437 1.2152 -0.4437
N 2.5371 1.9699 -1.4695
C 1.3222 2.2679 -1.7464
N 0.1191 1.8120 -1.1963
C 0.9581 3.1977 -2.8747
C 1.7968 3.7033 -3.7891
C 4.2525 0.8478 -0.1091
C 5.5160 1.3196 -0.5208
C 6.5285 0.5326 -0.0903
C 6.4221 -0.3139 1.0284
C 5.2793 -0.7095 1.5965
C 4.0570 -0.2236 0.8544
C 0.5915 -2.3328 3.2719
C 1.2024 -2.5565 4.5020
C 0.4075 -2.9898 5.6182
C -0.9429 -3.1094 5.3614
C -1.6160 -2.7595 4.2068
C -0.8062 -2.4090 3.1554
N -1.9734 0.2271 -0.0343
H 1.9720 5.1102 -5.4375
H -0.6837 5.2972 -5.5906
H -2.1674 3.6429 -4.0857
H -5.1687 2.1988 -1.7128
H -7.4543 0.9658 -1.3837
H -7.3472 -1.1116 0.3581
H -5.3156 -1.4932 1.5685
H 2.8463 3.5852 -3.6429
H 5.6469 2.0362 -1.3625
H 7.4807 0.9295 -0.3264
H 7.4334 -0.4304 1.2539
H 5.0745 -1.3208 2.4242
H 2.2741 -2.5335 4.6773
H 0.8969 -3.3351 6.4828
H -1.5666 -3.5921 6.0832
H -2.7052 -2.8578 4.1888
C -0.8624 -3.3546 -1.7799
O -0.9700 -2.6760 -0.5269
C 0.2279 -2.2831 -0.1009
O 1.3355 -2.5083 -0.4545
H -1.8173 -3.9058 -1.8843
H -0.0243 -4.1021 -1.8543
H -0.9213 -2.5965 -2.5429

[2]
20
Properties=species:S:1:pos:R:3 method="wB97M-V/def2-TZVPD" smiles="F[SiH](F)F.C=C(C)CC" homo_lumo_gap_ev=10.2 homo_energy_ha=-0.339 e_lumo_ev=0.97
F -2.7668 1.3349 -1.4853
Si -3.0688 -0.1951 -1.7381
F -1.7251 -0.8543 -2.2468
F -3.3286 -0.8218 -0.3109
H -4.1642 -0.3938 -2.6348
C -0.6781 0.9070 1.1692
C 0.3874 0.7549 0.4004
C 1.0418 1.9237 -0.2789
C 1.0408 -0.5659 0.0961
C 0.3040 -1.7968 0.6107
H -1.1712 0.0844 1.6546
H -1.1062 1.8805 1.3412
H 0.5597 2.8582 -0.0005
H 2.0980 1.9775 -0.0122
H 0.9776 1.8098 -1.3616
H 2.0566 -0.5515 0.5102
H 1.1444 -0.6465 -0.9931
H 0.8135 -2.7014 0.2814
H 0.2643 -1.8033 1.6982
H -0.7117 -1.8161 0.2218

[3]
15
Properties=species:S:1:pos:R:3 method="wB97M-V/def2-TZVPD" smiles="CC/C=C(/O)C=O" homo_lumo_gap_ev=9.4 homo_energy_ha=-0.351 e_lumo_ev=-0.09
C 1.3643 1.4332 -0.6993
C 0.2638 0.4651 -1.2261
C 0.1069 -0.9351 -0.5139
C -0.5840 -1.1721 0.6026
O -0.7783 -2.4008 1.2136
C -1.2406 -0.1865 1.3501
O -1.7563 -0.3388 2.4394
H 0.9452 2.0668 0.1276
H 1.7516 2.2377 -1.3551
H 2.2249 0.9155 -0.2333
H 0.4521 0.0892 -2.2317
H -0.6794 1.1254 -1.3177
H 0.4697 -1.8109 -1.0556
H -1.4183 -2.2896 1.8922
H -1.1215 0.8009 1.0072

[4]
172
Properties=species:S:1:pos:R:3 method="wB97M-V/def2-TZVPD" homo_lumo_gap_ev=6.8 total_charge=+1 homo_energy_ha=-0.417 e_lumo_ev=-4.58
Zn -1.1525 -1.0375 -4.4729
C 0.5671 0.2845 -1.7211
O 0.2410 -0.6555 -0.7053
O -0.3259 -0.0188 -2.7921
C 0.5148 1.7913 -1.1733
F 0.2155 2.7425 -2.0664
F -0.3200 1.9483 -0.1603
F 1.7052 2.0645 -0.6339
C 1.2430 -1.0609 0.1803
C 0.7513 -2.1394 1.1594
H 0.5581 -3.0965 0.6750
H 1.5138 -2.2877 1.9240
H -0.1799 -1.9289 1.6855
H 1.3510 -0.2536 0.9047
H 2.2097 -1.3044 -0.2605
H 1.5520 0.1868 -2.1778
C -2.2980 -3.1191 -0.9607
C -1.4727 -3.2552 -2.2592
C -1.2367 -4.7664 -2.5887
O -2.0615 -2.5840 -3.3553
H -1.7335 -3.5846 -0.1528
H -3.2831 -3.5765 -1.0523
H -2.4451 -2.0622 -0.7384
H -0.5311 -2.7197 -2.1383
H -0.9623 -4.9851 -3.6207
H -2.1668 -5.3219 -2.4685
H -0.4057 -5.3060 -2.1345
H -2.9331 -2.9856 -3.3806
C 4.7728 1.3500 -3.0104
C 4.5753 2.8085 -3.5140
C 3.4611 3.5022 -2.7567
O 5.8153 3.4701 -3.3660
H 5.1917 1.3736 -2.0044
H 5.5317 0.6950 -3.4384
H 3.8134 0.8337 -2.9762
H 4.3610 2.8782 -4.5805
H 3.5498 3.3224 -1.6853
H 2.5116 3.0812 -3.0874
H 3.3937 4.5828 -2.8829
H 6.3503 3.1327 -4.0881
C 4.4039 -2.1387 -2.3674
C 4.1531 -3.6520 -2.2013
C 3.0481 -4.0014 -1.1600
O 3.7976 -4.2329 -3.3965
H 3.5414 -1.4896 -2.5185
H 4.9759 -1.9880 -3.2829
H 4.8666 -1.7633 -1.4547
H 5.1045 -4.0927 -1.9035
H 2.0414 -3.6396 -1.3693
H 3.3714 -3.5978 -0.2005
H 3.1432 -5.0757 -1.0018
H 3.1308 -3.7607 -3.9006
C 4.6184 -3.8701 5.9334
C 3.6188 -3.6619 4.7567
C 4.3442 -3.1988 3.4839
O 2.9930 -4.8907 4.5971
H 4.0959 -3.9863 6.8830
H 5.2437 -2.9961 6.1154
H 5.3368 -4.6898 5.9342
H 2.7528 -3.0659 5.0444
H 5.2322 -3.8153 3.3448
H 4.6659 -2.1676 3.6300
H 3.7057 -3.3088 2.6073
H 2.4418 -5.0260 5.3713
C -5.2883 1.4415 -0.7523
C -3.8321 1.1797 -0.2699
C -3.7602 0.1053 0.9299
O -3.2545 0.5504 -1.3836
H -5.9374 1.8808 0.0052
H -5.7638 0.5533 -1.1684
H -5.1224 2.1317 -1.5795
H -3.3412 2.1053 0.0306
H -4.0076 -0.8783 0.5306
H -4.5259 0.3191 1.6756
H -2.7910 0.1459 1.4270
H -2.3246 0.7879 -1.3629
C -5.5801 -2.4863 2.9230
C -4.2209 -2.5926 3.6988
C -3.0636 -3.2305 2.9064
O -3.9444 -1.3037 4.2888
H -6.3654 -2.1096 3.5783
H -5.8952 -3.4404 2.5004
H -5.4796 -1.7943 2.0869
H -4.3982 -3.2406 4.5571
H -2.2359 -3.1041 3.6043
H -2.8025 -2.6949 1.9937
H -3.2330 -4.2954 2.7471
H -3.0703 -1.3377 4.6844
C 0.2626 6.1420 -0.4997
C 1.4530 6.8905 0.1411
C 2.5073 7.3066 -0.9178
O 0.9550 7.9461 0.8527
H -0.5561 5.9708 0.1993
H 0.5724 5.1516 -0.8331
H -0.1062 6.6919 -1.3655
H 1.9408 6.1944 0.8234
H 2.9697 6.4769 -1.4523
H 3.2678 7.8496 -0.3566
H 2.0704 7.9639 -1.6696
H 0.3626 7.5725 1.5092
C 0.1591 -1.2649 4.5314
C -0.5005 -0.2729 5.4493
C -0.8196 1.0123 4.7434
O -1.6896 -0.8145 5.9488
H 0.2924 -2.2064 5.0643
H 1.1231 -0.8960 4.1810
H -0.5543 -1.4456 3.7274
H 0.1582 -0.0599 6.2912
H 0.0824 1.5537 4.4583
H -1.4052 1.6837 5.3714
H -1.4252 0.8538 3.8510
H -1.8488 -0.5768 6.8652
C 2.4443 1.4358 2.9368
C 2.7909 2.9426 2.7711
C 1.8716 3.8438 3.6106
O 4.1595 3.1802 3.0947
H 3.1362 0.7888 2.3976
H 1.4439 1.1300 2.6306
H 2.4218 1.1909 3.9987
H 2.6878 3.1896 1.7145
H 1.8825 3.6253 4.6784
H 0.8410 3.7278 3.2752
H 2.0879 4.9044 3.4822
H 4.3469 4.0882 2.8457
C -5.0149 0.9191 -4.9014
C -3.5198 1.2372 -4.9194
C -3.1687 2.6319 -4.2931
O -2.8573 0.1883 -4.1561
H -5.4824 1.6752 -5.5321
H -5.4446 1.0624 -3.9099
H -5.2898 -0.0419 -5.3360
H -3.1675 1.1805 -5.9493
H -2.1077 2.8760 -4.2398
H -3.6643 2.6500 -3.3224
H -3.6885 3.3498 -4.9275
H -3.0567 0.3882 -3.2386
C 1.6205 1.6926 -5.8224
C 0.0832 1.7302 -5.8416
C -0.4811 2.5895 -6.9098
O -0.4809 0.4075 -5.9217
H 1.7152 0.8794 -5.1029
H 1.9754 2.6687 -5.4916
H 2.0004 1.3548 -6.7866
H -0.2132 2.1599 -4.8848
H -0.1138 3.6157 -6.9159
H -1.5442 2.7439 -6.7251
H -0.3718 2.2036 -7.9233
H -0.5180 0.1053 -6.8321
C -4.5668 4.4853 1.7264
C -3.3811 4.6830 2.6565
C -2.1768 3.8445 2.2871
O -3.0113 6.0153 2.4528
H -4.2656 4.8643 0.7498
H -5.4811 5.0580 1.8816
H -4.7958 3.4231 1.6410
H -3.6349 4.5373 3.7065
H -2.1038 3.7109 1.2078
H -2.3882 2.8363 2.6434
H -1.2841 4.2115 2.7936
H -3.8116 6.5237 2.3029
C 0.0406 -5.9602 1.3313
C 0.2112 -7.4707 0.9747
C 1.3367 -7.6613 -0.0685
O 0.4730 -8.1509 2.1682
H 0.9664 -5.5170 1.6981
H -0.6740 -5.7857 2.1357
H -0.2445 -5.4268 0.4245
H -0.7265 -7.8580 0.5762
H 1.1553 -7.1043 -0.9878
H 1.5318 -8.7013 -0.3300
H 2.2796 -7.3746 0.3971
H 1.3242 -7.8024 2.4429

[5]
77
Properties=species:S:1:pos:R:3 method="wB97M-V/def2-TZVPD" smiles="CCOCCCCCOC(=O)N(CCCCCOC)c1ccncc1.CCCCCC" homo_lumo_gap_ev=10.1 homo_energy_ha=-0.343 e_lumo_ev=0.75
C -0.7381 2.8188 -0.8240
C -0.1274 1.4803 -1.1803
O 0.8810 1.1403 -0.2529
C 1.3980 -0.1433 -0.5374
C 2.1556 -0.6819 0.6743
C 1.3779 -1.6988 1.5221
C 0.5952 -1.0921 2.7040
C -0.8990 -1.0925 2.4660
O -1.1586 -0.3826 1.2519
C -2.4628 -0.1845 0.9516
O -3.0135 0.8129 1.2697
N -3.0350 -1.1891 0.1336
C -3.9379 -0.6433 -0.8958
C -3.7109 -1.1723 -2.3241
C -2.2704 -1.4521 -2.7447
C -2.1465 -2.6830 -3.6841
C -1.0531 -3.6484 -3.2865
O -1.3422 -4.2743 -2.0498
C -0.4323 -4.0107 -0.9970
C -3.6075 -2.2756 0.8522
C -4.0671 -2.1755 2.1689
C -4.5999 -3.3185 2.7657
N -4.7135 -4.5107 2.1853
C -4.2922 -4.5935 0.9190
C -3.7392 -3.5204 0.2292
H -0.1744 3.6446 -1.2470
H -0.8605 2.9174 0.2494
H -1.7339 2.8560 -1.2653
H -0.9156 0.7218 -1.1886
H 0.3026 1.5029 -2.1881
H 0.5833 -0.8344 -0.7769
H 2.0305 -0.1053 -1.4312
H 3.0543 -1.1626 0.2932
H 2.4586 0.1639 1.2859
H 0.6863 -2.2594 0.8992
H 2.1047 -2.4180 1.8943
H 0.7956 -1.6578 3.6079
H 0.9110 -0.0575 2.8237
H -1.4039 -0.5946 3.2941
H -1.2483 -2.1253 2.4104
H -4.9768 -0.8358 -0.6331
H -3.8340 0.4367 -0.9001
H -4.0991 -0.3933 -2.9802
H -4.3478 -2.0353 -2.4996
H -1.6265 -1.6299 -1.8857
H -1.8571 -0.5993 -3.2775
H -1.9343 -2.3501 -4.6999
H -3.0875 -3.2265 -3.7072
H -1.0161 -4.4296 -4.0508
H -0.0735 -3.1691 -3.2885
H 0.0464 -4.9395 -0.6905
H -0.9820 -3.6323 -0.1337
H 0.3039 -3.2589 -1.2687
H -4.0067 -1.2434 2.7079
H -4.9560 -3.2409 3.7848
H -4.3684 -5.5510 0.4262
H -3.3909 -3.6550 -0.7861
C 2.5933 3.7598 2.5701
C 2.6351 4.3658 1.1702
C 3.3010 3.4563 0.1407
C 4.7732 3.1389 0.4106
C 5.6897 4.3568 0.5175
C 5.7514 5.1843 -0.7631
H 3.5955 3.5844 2.9650
H 2.0801 4.4253 3.2659
H 2.0582 2.8074 2.5602
H 3.1365 5.3376 1.2041
H 1.6106 4.5623 0.8429
H 3.2030 3.9116 -0.8501
H 2.7434 2.5190 0.0955
H 5.1394 2.4899 -0.3919
H 4.8572 2.5527 1.3306
H 6.6977 4.0121 0.7638
H 5.3748 4.9931 1.3490
H 6.1001 4.5770 -1.6011
H 6.4398 6.0230 -0.6495
H 4.7754 5.5948 -1.0255

[6]
63
Properties=species:S:1:pos:R:3 method="wB97M-V/def2-TZVPD" homo_lumo_gap_ev=5.4 total_charge=-2 homo_energy_ha=-0.053 e_lumo_ev=3.96
Pb 1.3593 -0.6579 -0.8441
O -0.0953 2.1794 2.8098
C 0.3764 1.6866 1.7897
N 0.7667 0.4101 1.5932
C 1.0367 -0.4065 2.6371
O 1.4293 -0.1201 3.7604
C 0.8750 -1.8997 2.3212
C 1.2505 -2.8270 3.2838
C 1.0869 -4.1730 3.0077
C 0.5486 -4.5535 1.7894
C 0.2047 -3.5640 0.8841
N 0.3614 -2.2675 1.1449
C 0.4222 2.5732 0.5465
C 0.1863 3.9320 0.7103
C 0.2056 4.7499 -0.4038
C 0.4426 4.1872 -1.6486
C 0.6501 2.8197 -1.7246
N 0.6462 2.0319 -0.6520
H 1.6639 -2.4610 4.2133
H 1.3908 -4.9203 3.7315
H 0.4225 -5.5949 1.5256
H -0.1878 -3.8050 -0.0971
H -0.0165 4.3023 1.7054
H 0.0266 5.8143 -0.3060
H 0.4553 4.7879 -2.5488
H 0.8182 2.3217 -2.6747
S 2.7594 -3.1337 -1.5870
Sb 1.5295 -3.2970 -3.6400
S -0.7628 -0.9430 -2.4849
S 0.9168 -0.7225 -3.7494
S 3.0962 -3.5982 -5.3199
C -2.8004 0.0422 0.1777
S -2.7585 1.6391 0.9876
O -3.4266 2.6091 0.0594
C -3.9608 1.2483 2.2639
C -3.5747 0.5063 3.3738
C -4.5118 0.2167 4.3538
C -5.8175 0.6793 4.2298
C -6.1837 1.4397 3.1263
C -5.2506 1.7335 2.1374
H -3.8304 -0.1981 -0.0873
H -2.3655 -0.7015 0.8484
H -2.1722 0.1389 -0.7128
H -2.5439 0.1791 3.4738
H -4.2205 -0.3609 5.2224
H -6.5460 0.4539 4.9996
H -7.1975 1.8106 3.0370
H -5.4929 2.3325 1.2670
S 4.1517 1.2452 -0.7189
C 4.8773 0.3405 -1.9601
N 4.2802 0.1657 -3.1421
C 4.7743 -0.7443 -4.1789
C 5.6100 -1.8293 -3.5359
C 6.7043 -1.1790 -2.7120
N 6.1131 -0.1924 -1.8052
H 3.2968 0.4083 -3.1619
H 5.3652 -0.1741 -4.9057
H 3.9219 -1.1911 -4.6932
H 6.0250 -2.4890 -4.2982
H 4.9482 -2.4148 -2.8929
H 7.4294 -0.6831 -3.3668
H 7.2437 -1.9151 -2.1144
H 6.4569 -0.1141 -0.8638

[7]
65
Properties=species:S:1:pos:R:3 method="wB97M-V/def2-TZVPD" homo_lumo_gap_ev="5.0 / 5.0" total_charge=+1 homo_energy_ha="-0.368 / -0.368" e_lumo_ev="-4.99 / -4.99"
Re -2.9743 -0.0319 0.0277
Se -2.1948 1.8812 1.5189
Se -3.0510 1.0251 3.4737
Te -4.2520 -0.6719 2.1612
Se -1.1576 -1.3163 0.9184
S -4.2216 -1.5800 -1.2768
As -3.2249 -1.7206 -3.2575
S -1.4131 0.2308 -1.9247
S -2.7255 0.4661 -3.5566
S -1.0665 -1.7588 -2.5054
C -6.4330 4.7757 -2.6874
C -5.6437 3.6656 -2.0774
C -4.2613 3.7646 -1.9199
C -3.5670 2.7323 -1.3372
N -4.1539 1.6058 -0.9128
C -5.4766 1.4997 -1.0571
C -6.2443 2.4983 -1.6238
H -6.5199 5.6015 -1.9789
H -7.4360 4.4517 -2.9540
H -5.9394 5.1598 -3.5781
H -3.7253 4.6423 -2.2494
H -2.4930 2.7996 -1.1980
H -5.9191 0.5691 -0.7225
H -7.3104 2.3497 -1.7137
C 3.6860 -3.1375 0.6445
C 2.3827 -2.6511 0.0023
C 1.2719 -3.6846 0.2804
C 2.5840 -2.6628 -1.5209
P 1.7979 -0.9647 0.5677
N 0.2763 -0.7060 0.0621
C 1.9734 -0.8241 2.4328
C 1.4570 -2.0811 3.1577
C 1.1359 0.3428 2.9868
C 3.4279 -0.6171 2.8779
C 2.8002 0.3751 -0.2669
C 2.5160 1.7413 0.3784
C 4.3129 0.1330 -0.2402
C 2.3614 0.5338 -1.7333
H 3.9565 -4.0788 0.1641
H 3.5823 -3.3412 1.7058
H 4.5206 -2.4513 0.5038
H 1.5762 -4.6208 -0.1870
H 0.3198 -3.3942 -0.1729
H 1.1198 -3.8866 1.3366
H 2.7506 -3.6990 -1.8159
H 3.4524 -2.0927 -1.8433
H 1.7093 -2.3065 -2.0576
H 0.4422 -2.3572 2.8765
H 1.4438 -1.8510 4.2236
H 2.1047 -2.9426 3.0240
H 0.0656 0.1351 2.9462
H 1.3111 1.2953 2.5025
H 1.4007 0.4475 4.0397
H 4.1106 -1.3706 2.4908
H 3.4474 -0.6917 3.9653
H 3.8160 0.3647 2.6163
H 2.8769 1.8306 1.3998
H 1.4519 1.9808 0.3550
H 3.0403 2.4916 -0.2144
H 4.7189 0.0496 0.7649
H 4.7875 0.9953 -0.7099
H 4.6139 -0.7459 -0.8071
H 1.3156 0.8064 -1.8034
H 2.5287 -0.3458 -2.3458
H 2.9574 1.3433 -2.1555

[8]
18
Properties=species:S:1:pos:R:3 method="wB97M-V/def2-TZVPD" smiles="CC1(C)C=CC1.[H][H]" homo_lumo_gap_ev=10.5 homo_energy_ha=-0.346 e_lumo_ev=1.05
C 0.5109 0.5889 -1.7943
C 0.2601 -0.1260 -0.4701
C 1.4109 -1.0630 -0.1188
C -0.1987 0.7945 0.6516
C -1.4218 0.2667 0.7276
C -1.1718 -0.7591 -0.3558
H 0.6410 -0.1316 -2.6110
H -0.3292 1.2461 -2.0454
H 1.4164 1.2054 -1.7389
H 1.5506 -1.8214 -0.8994
H 1.2289 -1.5775 0.8314
H 2.3493 -0.5028 -0.0234
H 0.3112 1.5979 1.1793
H -2.2995 0.4859 1.3310
H -1.7880 -0.6639 -1.2579
H -1.1817 -1.8057 -0.0293
H -0.8150 1.6685 3.8583
H -0.8741 1.2208 3.2674